# 1
The following is a DFT calculation (ωB97M-V/def2-TZVPD) of 3 unconnected molecules or ions with the total composition C3H11NO2 at a distorted geometry.

Positions of all 17 atoms, in Å:
1 C -0.12705 -0.32111 -1.73480
2 C -0.63763 0.50851 -0.50228
3 C -1.73224 -1.21885 0.59497
4 N -1.12168 -0.11715 0.70952
5 H 0.67376 0.27325 -2.15752
6 H 0.23202 -1.27672 -1.35151
7 H -0.95802 -0.47456 -2.41350
8 H -1.34001 1.27668 -0.84366
9 H 0.23543 1.12150 -0.23448
10 H -1.93089 -1.76070 -0.32941
11 H -2.05555 -1.61701 1.54142
12 H 2.36955 0.03976 -0.60669
13 H 3.09763 -1.11152 0.12955
14 O 2.99784 -0.67675 -0.72684
15 H 0.83603 1.69205 2.44714
16 H -0.64767 1.70540 2.46624
17 O 0.10848 1.95721 3.01186

Atomic forces in eV per Å
-1.18 0.22 1.69
1.35 0.91 -0.89
0.31 0.48 0.71
-0.23 -0.22 -0.84
0.00 -0.27 -0.49
0.25 0.00 -0.37
0.19 -0.17 -0.42
-0.25 -0.22 0.15
-0.18 -0.07 0.42
0.09 0.04 -0.08
-0.40 -0.57 0.07
-0.01 -0.04 0.19
-0.11 0.22 -0.14
0.17 -0.19 0.00
0.33 -0.03 0.06
-0.13 -0.13 0.16
-0.20 0.05 -0.22

The spin multiplicity is 1. The calculation puts the highest occupied orbital energy at -10.182 eV. Its SMILES is C=NCC.O.O. Its net charge is 0.

# 2
The following is a DFT calculation (ωB97M-V/def2-TZVPD) of 3 unconnected molecules or ions with the total composition C3H11NO2 at a distorted geometry.

Positions of all 17 atoms, in Å:
1 N 0.92415 -2.08746 -2.56571
2 C 0.43150 -2.27302 -1.22396
3 C 0.85452 -2.76003 1.29747
4 C 1.22254 -2.42110 -0.00296
5 H 1.43774 -1.32708 -2.96762
6 H 0.35720 -2.58254 -3.16206
7 H -0.11178 -3.12729 -1.38475
8 H -0.34787 -1.51785 -1.10226
9 H 1.39682 -3.54959 1.94097
10 H 0.25463 -2.12301 1.94061
11 H 2.28076 -2.44353 -0.10924
12 H -5.31553 3.58364 1.69040
13 H -3.91172 2.98371 1.64736
14 O -4.74230 3.09811 1.14824
15 H 1.81568 5.92108 0.26441
16 H 1.45382 4.88769 1.37194
17 O 1.99984 5.73827 1.21717

Atomic forces in eV per Å
2.60 0.14 1.07
-1.23 3.83 -0.49
1.07 0.35 -0.26
0.89 -1.51 2.53
-0.21 0.31 0.49
-0.98 -0.86 -1.87
-1.32 -2.40 0.47
-0.45 0.28 0.75
0.25 1.97 -1.21
-1.59 -0.75 -0.61
0.98 -1.36 -0.88
-1.18 1.07 1.27
-0.71 0.14 -0.31
1.89 -1.21 -0.96
0.28 -0.11 1.09
1.38 2.08 -0.27
-1.67 -1.98 -0.83

The spin multiplicity is 1. The calculation puts the highest occupied orbital energy at -8.166 eV. Its SMILES is C=CCN.O.O. Its net charge is 0.

# 3
The following is a DFT calculation (ωB97M-V/def2-TZVPD) of 3 unconnected molecules or ions with the total composition C3H11NO2 at a distorted geometry.

Positions of all 17 atoms, in Å:
1 C 0.03371 1.52822 -0.89263
2 C 0.37277 0.81787 0.34650
3 C 1.41871 -0.00333 0.53158
4 N 1.73424 -0.72097 1.68998
5 H -0.33992 2.56085 -0.68776
6 H 0.96971 1.67969 -1.45525
7 H -0.87332 1.31371 -1.48069
8 H -0.36281 1.10278 1.08529
9 H 2.01660 -0.24063 -0.32661
10 H 0.90798 -1.05616 2.15874
11 H 2.44453 -1.40512 1.47726
12 H -2.83456 0.03608 0.63369
13 H -3.38856 -0.62121 1.92430
14 O -3.52002 -0.57157 0.97484
15 H 0.48088 -1.11505 -1.29831
16 H 0.85198 -1.84752 -2.56239
17 O 0.08809 -1.45764 -2.11855

Atomic forces in eV per Å
0.15 2.40 -1.07
-0.49 -0.35 0.42
-1.46 0.37 0.02
0.17 0.48 -0.55
0.90 -0.20 0.58
-0.76 -0.25 -0.59
0.71 -1.39 -0.12
0.29 -0.61 0.96
0.66 0.25 -0.30
0.28 -0.31 0.22
-0.32 -0.26 0.52
-0.49 -0.52 0.36
0.10 0.08 0.06
0.41 0.43 -0.42
-0.48 0.00 -0.17
-0.25 -0.03 -0.13
0.59 -0.07 0.21

The spin multiplicity is 1. The calculation puts the highest occupied orbital energy at -8.456 eV. Its SMILES is C/C=C/N.O.O. Its net charge is 0.

# 4
The following is a DFT calculation (ωB97M-V/def2-TZVPD) of 2 unconnected molecules or ions with the total composition C3H11NO2 at a distorted geometry.

Positions of all 17 atoms, in Å:
1 C -1.07143 -0.97782 1.28454
2 C -0.51514 0.16064 0.40699
3 C 0.22897 -0.54119 -0.79751
4 O 0.75716 0.28359 -1.79410
5 N -1.75745 -0.67416 2.47296
6 H -1.71852 -1.69707 0.64909
7 H -0.07975 -1.44839 1.52584
8 H -1.27314 0.84565 0.08308
9 H 0.25353 0.69039 1.01670
10 H 0.96742 -1.36069 -0.45331
11 H -0.68583 -1.04584 -1.25597
12 H 0.04307 0.08389 -2.38856
13 H -2.65204 -1.09906 2.69007
14 H -1.42243 0.13865 2.94606
15 H 2.33699 1.79628 -2.10004
16 H 3.75726 2.23253 -2.12858
17 O 2.83135 2.61260 -2.15726

Atomic forces in eV per Å
1.03 -1.59 -1.67
1.70 -0.61 0.41
-2.02 -1.82 1.89
0.03 0.08 0.03
-0.60 0.21 0.43
1.17 1.01 0.94
-0.92 -0.67 -0.08
-0.33 0.46 -0.43
-0.62 0.03 -0.34
-1.07 1.45 -0.40
1.31 -0.24 0.37
0.34 1.01 -1.54
0.57 0.62 -0.11
-0.48 0.12 0.49
-0.84 -0.34 0.08
-1.39 1.02 -0.08
2.13 -0.73 0.04

The spin multiplicity is 1. The calculation puts the highest occupied orbital energy at -8.702 eV. Its SMILES is NCCCO.O. Its net charge is 0.

# 5
The following is a DFT calculation (ωB97M-V/def2-TZVPD) of 3 unconnected molecules or ions with the total composition C3H11NO2 at a distorted geometry.

Positions of all 17 atoms, in Å:
1 C -0.04116 1.38178 3.08958
2 C -0.56211 0.35514 2.14543
3 C -0.95604 0.69909 0.86011
4 N -1.17172 -0.26437 -0.11109
5 H -0.11024 2.34465 2.57365
6 H 1.02601 1.26915 3.28649
7 H -0.63763 1.36534 3.99768
8 H -0.56907 -0.70217 2.40835
9 H -1.01557 1.73856 0.57878
10 H -1.74233 0.15232 -0.84637
11 H -1.71691 -0.95772 0.41079
12 H 0.50860 -0.70249 -3.13862
13 H 1.57023 -0.95413 -4.20465
14 O 1.07288 -0.26115 -3.76895
15 H 1.88725 -1.00883 -1.37534
16 H 0.53294 -0.84876 -0.70615
17 O 1.13499 -1.51565 -1.06247

Atomic forces in eV per Å
-0.59 0.23 -1.44
0.72 -0.01 0.64
0.46 -0.66 -1.33
-2.18 2.33 2.77
-0.19 0.09 0.44
-0.01 -0.52 0.33
0.20 0.04 0.36
0.02 0.09 0.11
0.20 0.20 -0.22
0.35 -0.44 -0.55
0.56 -1.08 -0.91
-0.10 -0.48 0.14
0.05 -0.20 -0.13
0.11 0.62 -0.07
0.32 0.03 -0.21
0.39 -0.34 -0.19
-0.31 0.13 0.26

The spin multiplicity is 2. The calculation puts the highest occupied orbital energy (spin up / spin down) at -14.058 / -14.056 eV. Its net charge is +1.

# 6
The following is a DFT calculation (ωB97M-V/def2-TZVPD) of 2 unconnected molecules or ions with the total composition C3H11NO2S.

Positions of all 18 atoms, in Å:
1 C -0.06421 0.56728 -0.01592
2 C 0.94600 1.59175 -0.49732
3 S 2.54902 1.51485 0.32617
4 N -1.22854 0.54217 -0.88873
5 C -1.81839 -0.72981 -1.11366
6 O -0.97304 -1.62644 -1.82191
7 H 0.43206 -0.41550 0.02057
8 H -0.35113 0.81862 1.00465
9 H 0.55794 2.60476 -0.42771
10 H 1.16975 1.40840 -1.55286
11 H 2.17055 1.95433 1.53390
12 H -1.08547 1.03613 -1.75629
13 H -2.09947 -1.15289 -0.14045
14 H -2.73764 -0.56507 -1.68009
15 H -0.78756 -2.42047 -1.29905
16 H 0.46624 -2.00417 3.11620
17 H 1.88750 -1.65819 2.69778
18 O 0.96641 -1.46573 2.49472

Atomic forces in eV per Å
0.41 -0.30 -0.12
-0.06 0.01 -0.24
0.23 -0.04 0.08
-0.16 0.31 0.16
-0.33 0.10 0.51
0.17 -0.56 -0.06
-0.12 0.26 -0.02
-0.12 -0.07 0.14
-0.10 0.08 0.00
0.06 -0.01 0.07
-0.10 -0.01 -0.02
0.12 0.00 -0.06
0.07 -0.04 -0.14
0.09 -0.16 -0.15
-0.12 0.43 -0.15
-0.01 0.02 0.00
0.02 0.06 -0.07
-0.03 -0.09 0.07

The spin multiplicity is 1. The calculation puts the highest occupied orbital energy at -8.800 eV. Its SMILES is OCNCCS.O. Its net charge is 0.

# 7
The following is a DFT calculation (ωB97M-V/def2-TZVPD) of 2 unconnected molecules or ions with the total composition C3H11NO3 at a distorted geometry.

Positions of all 18 atoms, in Å:
1 C 0.74621 0.17124 -0.91715
2 C 1.17385 -0.76308 -2.01338
3 O 0.25332 -1.80016 -2.29538
4 N 0.63763 -0.52172 0.35254
5 C -0.48974 -0.82301 1.18725
6 O -0.45730 -0.09208 2.43952
7 H -0.21954 0.60832 -1.17827
8 H 1.42274 1.01991 -0.93560
9 H 1.38457 -0.15190 -2.89516
10 H 2.13438 -1.22692 -1.76417
11 H -0.63558 -1.48056 -2.07326
12 H 1.24485 -1.32359 0.31334
13 H -0.39129 -1.87637 1.43064
14 H -1.43430 -0.57522 0.70871
15 H 0.37946 -0.41258 2.79498
16 H -1.60376 2.41161 1.22746
17 H -1.29054 3.90156 1.61665
18 O -1.49675 3.30770 0.89200

Atomic forces in eV per Å
-1.11 -0.03 0.16
0.38 0.15 -0.44
-0.33 0.10 0.23
0.93 -0.53 0.22
0.51 0.93 -0.10
0.00 -0.54 -0.79
-0.27 0.02 -0.04
0.35 0.16 0.46
-0.18 -0.04 -0.25
-0.12 -0.14 0.13
0.35 -0.14 -0.18
0.13 -0.02 0.13
-0.51 -0.26 -0.06
-0.17 -0.08 0.05
-0.02 0.46 0.44
0.17 0.23 0.39
0.00 -0.31 0.23
-0.11 0.02 -0.58

The spin multiplicity is 1. The calculation puts the highest occupied orbital energy at -9.242 eV. Its SMILES is OCCNCO.O. Its net charge is 0.

# 8
The following is a DFT calculation (ωB97M-V/def2-TZVPD) of 3 unconnected molecules or ions with the total composition C3H11NO3 at a distorted geometry.

Positions of all 18 atoms, in Å:
1 C 2.49225 0.98362 0.59337
2 N 1.30087 1.05416 -0.23700
3 C 1.11813 -0.03350 -1.14620
4 C -0.33192 -0.14455 -1.55734
5 O -0.82657 -1.10743 -2.06531
6 H 2.33896 0.23410 1.36726
7 H 3.36238 0.75630 -0.02733
8 H 2.65156 1.94665 1.06783
9 H 0.92194 1.94104 -0.50848
10 H 1.35819 -0.96599 -0.62142
11 H 1.80079 -0.07481 -2.00326
12 H -0.89794 0.76080 -1.26465
13 H -0.19443 -2.72965 1.97471
14 H -0.11310 -1.90265 0.69040
15 O -0.13101 -1.81102 1.65496
16 H -3.33843 1.74948 2.37284
17 H -2.78292 0.40240 2.04738
18 O -3.21801 1.15649 1.62094

Atomic forces in eV per Å
-0.59 0.52 -0.63
-0.20 -0.42 0.42
0.12 -0.50 0.33
0.52 0.52 0.31
-0.21 -0.25 -0.19
0.22 -0.17 0.04
0.28 -0.12 0.22
0.06 0.06 0.12
0.35 0.20 -0.11
-0.04 -0.02 0.12
-0.08 0.27 -0.39
-0.41 -0.07 -0.19
0.03 0.58 -0.17
-0.09 0.04 0.28
-0.01 -0.63 -0.11
-0.11 0.14 -0.23
-0.04 0.04 -0.40
0.20 -0.20 0.60

The spin multiplicity is 1. The calculation puts the highest occupied orbital energy at -8.767 eV. Its SMILES is CNCC=O.O.O. Its net charge is 0.

# 9
The following is a DFT calculation (ωB97M-V/def2-TZVPD) of 4 unconnected molecules or ions with the total composition C3H11NO3 at a distorted geometry.

Positions of all 18 atoms, in Å:
1 C 1.33663 1.11589 2.50830
2 C 0.21436 1.79725 2.76210
3 C 0.74288 -0.95638 1.55826
4 N 1.46860 0.08962 1.52399
5 H 2.25800 1.32246 3.03964
6 H -0.64509 1.28421 2.35739
7 H 0.27917 2.59609 3.48253
8 H -0.34120 -0.86211 1.72410
9 H 1.20886 -1.94159 1.58385
10 H 2.56878 0.17283 -1.60326
11 H 1.52228 0.56087 -0.61006
12 O 1.61145 0.22468 -1.51049
13 H -3.15365 -2.10744 -3.03940
14 H -2.49700 -1.09981 -3.93808
15 O -2.99545 -1.92597 -3.97574
16 H -0.92304 -0.76716 -1.56902
17 H -1.33917 0.71558 -2.05000
18 O -1.31640 -0.21902 -2.24410

Atomic forces in eV per Å
-1.49 1.35 -1.05
1.43 -1.42 0.04
-0.38 1.14 0.38
1.70 -1.55 1.85
0.22 0.03 -0.38
-0.73 1.06 -0.12
-0.69 0.01 0.07
0.09 -0.44 0.84
-0.22 -0.13 -1.53
-0.02 -0.09 -0.19
-0.04 -0.09 0.04
0.16 0.16 0.14
0.02 0.01 -0.28
0.08 -0.11 0.06
-0.10 0.03 0.23
0.41 0.53 0.35
0.44 -0.01 0.61
-0.88 -0.45 -1.06

The spin multiplicity is 1. The calculation puts the highest occupied orbital energy at -9.578 eV. Its SMILES is C=CN=C.O.O.O. Its net charge is 0.

# 10
The following is a DFT calculation (ωB97M-V/def2-TZVPD) of 3 unconnected molecules or ions with the total composition C3H11NO3.

Positions of all 18 atoms, in Å:
1 C 0.17422 -0.48290 2.31066
2 N 0.06207 0.15342 1.03885
3 C -1.23225 0.43274 0.50360
4 C 1.23062 0.79614 0.46924
5 O -0.75517 -1.07365 2.76285
6 H 1.14846 -0.37288 2.81274
7 H -1.15643 0.75791 -0.51980
8 H -1.70323 1.21892 1.10922
9 H -1.88709 -0.42454 0.61534
10 H 1.40610 1.70753 1.04976
11 H 1.03300 1.04310 -0.57410
12 H 2.09255 0.14552 0.51050
13 H -0.86234 1.10626 -3.72218
14 H 0.57486 0.70617 -3.57047
15 O -0.04350 1.39634 -3.30003
16 H 1.13783 -0.93453 -1.79098
17 H 0.24472 -2.16543 -1.67114
18 O 0.28669 -1.28655 -2.06742

Atomic forces in eV per Å
0.05 -0.49 0.54
0.27 0.72 -0.27
-0.27 -0.10 0.01
-0.46 -0.07 -0.42
-0.10 0.08 -0.06
-0.04 0.04 -0.30
0.12 0.04 -0.35
0.09 0.12 0.11
-0.03 -0.30 0.07
0.18 0.08 -0.03
-0.14 0.19 0.14
0.28 -0.18 0.38
0.01 0.18 0.08
-0.02 0.12 -0.04
0.01 -0.26 0.06
0.15 -0.15 -0.19
0.03 -0.08 -0.23
-0.09 0.04 0.48

The spin multiplicity is 2. The calculation puts the highest occupied orbital energy (spin up / spin down) at -14.609 / -14.608 eV. Its net charge is +1.

Looking at energy for the records above, in order, we have -326.08892; -325.99897; -326.08722; -326.07855; -325.79640; -724.30138; -401.33740; -401.33597; -401.26439; -401.04174 a.u..
Looking at energy above the lowest of the compared OMol25 structures with the same formula, charge and spin for the records above, in order, we have 1.158; 3.606; 1.204; 1.440; 0.740; 0.282; 2.059; 2.098; 4.045; 0.278 eV.